{
  "formula": "C8H8",
  "method": "ωB97M-V/def2-TZVPD",
  "species": ["C", "C", "C", "C", "C", "C", "C", "C", "H", "H", "H", "H", "H", "H", "H", "H"],
  "positions_angstrom": [[2.4367, 0.0991, -1.5673], [1.7016, -0.5581, -0.6776], [0.4496, -0.0644, -0.0700], [0.2008, -0.2423, 1.2920], [-1.0511, 0.0036, 1.8370], [-2.1350, 0.3607, 1.0629], [-1.9341, 0.4445, -0.3230], [-0.6723, 0.2584, -0.8411], [3.3854, -0.3447, -1.8282], [2.1920, 1.0809, -1.9474], [2.0243, -1.5303, -0.3206], [1.0476, -0.5341, 1.8555], [-1.0821, -0.0561, 2.9194], [-3.1229, 0.4581, 1.4887], [-2.8081, 0.4471, -0.9588], [-0.6322, 0.1778, -1.9213]],
  "atomic_forces_ev_per_a": [[0.2, -0.4, 0.5], [-0.1, 0.7, 0.0], [-1.4, -0.8, 0.0], [0.0, 0.7, -1.2], [0.8, 0.3, 0.9], [0.3, -0.2, -0.7], [-0.4, -0.4, 1.2], [0.1, -0.3, -1.1], [0.1, 0.1, -0.5], [-0.1, 0.0, 0.0], [0.2, 0.1, 0.1], [0.4, -0.3, 1.0], [-0.5, -0.1, 0.0], [0.0, 0.1, 0.1], [0.1, 0.5, -0.2], [0.4, 0.2, -0.1]],
  "fmax_ev_per_a": 1.6,
  "energy_ha": -309.60534,
  "smiles": "C=Cc1ccccc1",
  "orbital_gap_ev": 9.859
}

=====

{
  "formula": "H20O10",
  "method": "ωB97M-V/def2-TZVPD",
  "species": ["O", "H", "H", "O", "H", "H", "O", "H", "H", "O", "H", "H", "O", "H", "H", "O", "H", "H", "O", "H", "H", "O", "H", "H", "O", "H", "H", "O", "H", "H"],
  "positions_angstrom": [[0.2359, 13.5689, 4.1091], [-0.6449, 13.8813, 3.9773], [0.0844, 12.7093, 4.5292], [-2.5870, 13.4389, 3.2095], [-2.7367, 12.9584, 4.0112], [-2.6082, 12.7591, 2.5569], [-2.7550, 11.6690, 0.8141], [-3.1611, 10.9085, 1.2337], [-1.8536, 11.3664, 0.6577], [0.1409, 7.3278, 3.0824], [-0.1957, 7.5810, 3.9416], [0.0095, 8.0716, 2.4699], [-1.0364, 11.8954, 5.7771], [-0.5312, 11.5401, 6.4874], [-1.8945, 11.5433, 5.7823], [-3.8016, 6.4352, 3.6260], [-3.3356, 7.2329, 3.9712], [-4.6309, 6.5589, 3.1607], [1.5462, 10.5812, 5.1897], [1.2966, 9.6576, 5.3157], [1.6604, 10.8601, 6.1165], [-1.2557, 10.3082, 3.4338], [-1.7246, 9.5407, 3.7795], [-0.7643, 10.3700, 4.2533], [-1.7791, 7.6634, 5.0756], [-1.0646, 7.9012, 5.6782], [-1.6465, 6.7056, 5.0244], [-0.2358, 12.6258, 1.3436], [-0.3449, 12.5728, 2.3172], [-0.8654, 13.2924, 1.0543]],
  "atomic_forces_ev_per_a": [[1.2, -0.6, 0.1], [-1.1, 0.6, -0.2], [0.2, 0.4, -0.1], [0.1, 1.2, 0.6], [-0.2, -0.2, 0.8], [0.0, -0.9, -1.5], [-0.3, -0.2, 0.1], [-0.3, -0.1, 0.0], [0.4, 0.3, 0.1], [0.5, -0.1, -0.6], [-0.2, 0.4, -0.4], [0.0, -0.2, 0.6], [1.0, 1.0, -0.7], [0.3, -0.4, 1.0], [-1.8, -0.9, 0.3], [1.1, -0.2, 0.6], [-1.4, -0.6, -0.9], [0.2, 0.8, 0.2], [-0.3, -0.2, 1.0], [0.3, -0.1, -0.4], [0.3, 0.2, -0.6], [-0.4, -0.9, 0.6], [-0.9, -0.6, -1.0], [1.2, 1.4, 0.1], [0.6, -0.2, 0.6], [-0.3, 0.3, 0.3], [-0.4, -0.2, -0.3], [0.0, -0.4, 0.3], [0.3, 0.3, -0.7], [0.1, 0.1, 0.1]],
  "fmax_ev_per_a": 2.0,
  "energy_ha": -764.34903,
  "smiles": "O.O.O.O.O.O.O.O.O.O",
  "orbital_gap_ev": 9.410
}

=====

{
  "formula": "C30H30N4OPbSi2",
  "method": "ωB97M-V/def2-TZVPD",
  "species": ["Pb", "C", "O", "C", "C", "C", "C", "C", "C", "C", "N", "C", "C", "N", "C", "C", "C", "C", "N", "C", "C", "N", "C", "C", "C", "C", "H", "H", "H", "H", "H", "H", "H", "H", "H", "H", "H", "H", "H", "H", "C", "Si", "C", "C", "C", "C", "C", "C", "C", "Si", "C", "C", "H", "H", "H", "H", "H", "H", "H", "H", "H", "H", "H", "H", "H", "H", "H", "H"],
  "positions_angstrom": [[-2.0504, -1.9582, 1.3194], [8.4999, 7.4559, -0.1896], [7.1055, 7.7167, -0.1842], [6.2665, 6.6546, -0.1295], [6.6806, 5.3292, -0.0834], [5.7256, 4.3186, -0.0296], [4.3698, 4.6041, -0.0205], [3.9712, 5.9429, -0.0644], [4.9030, 6.9542, -0.1174], [3.3397, 3.5570, 0.0341], [2.0462, 3.7736, 0.0529], [1.4747, 2.5259, 0.1046], [2.4269, 1.5459, 0.1148], [3.6269, 2.2181, 0.0692], [2.1270, 0.1476, 0.1655], [3.0667, -0.8901, 0.1567], [2.6327, -2.1894, 0.2000], [1.2588, -2.4367, 0.2603], [0.3599, -1.4743, 0.2739], [0.7650, -0.1971, 0.2198], [-0.2700, 0.8387, 0.2135], [-1.5500, 0.4329, 0.2683], [-2.5050, 1.3389, 0.2441], [-2.2510, 2.7129, 0.1712], [-0.9505, 3.1433, 0.1281], [0.0772, 2.1941, 0.1488], [8.9884, 8.4240, -0.2330], [8.7883, 6.8660, -1.0622], [8.8086, 6.9359, 0.7198], [7.7280, 5.0684, -0.0861], [6.0788, 3.2942, 0.0080], [2.9125, 6.1679, -0.0548], [4.6033, 7.9939, -0.1498], [4.5436, 1.8093, 0.0471], [4.1272, -0.6700, 0.1154], [3.3297, -3.0157, 0.1899], [0.8714, -3.4495, 0.3103], [-3.5206, 0.9582, 0.2960], [-3.0764, 3.4114, 0.1534], [-0.6957, 4.1943, 0.0788], [-5.7039, -1.2528, 1.4022], [-4.4615, -1.9106, 0.1393], [-4.9701, -1.1172, -1.4963], [-4.8448, -3.7638, -0.0426], [-6.1831, -4.1496, -0.2157], [-6.5443, -5.4773, -0.3811], [-5.5604, -6.4597, -0.3813], [-4.2332, -6.0966, -0.2163], [-3.8490, -4.7579, -0.0430], [-1.9962, -4.3702, 0.1381], [-1.3384, -5.6110, 1.4042], [-1.2031, -4.8916, -1.4951], [-6.7330, -1.4153, 1.0643], [-5.5718, -0.1777, 1.5633], [-5.5834, -1.7466, 2.3701], [-6.0462, -1.2619, -1.6380], [-4.4505, -1.5786, -2.3397], [-4.7701, -0.0417, -1.5282], [-6.9637, -3.3941, -0.2239], [-7.5858, -5.7472, -0.5098], [-5.8288, -7.5015, -0.5102], [-3.4765, -6.8762, -0.2251], [-1.5022, -6.6403, 1.0679], [-1.8317, -5.4886, 2.3722], [-0.2630, -5.4803, 1.5654], [-1.3509, -5.9681, -1.6296], [-0.1267, -4.6954, -1.5282], [-1.6620, -4.3763, -2.3425]],
  "atomic_forces_ev_per_a": [[-0.1, -0.1, 0.4], [-0.1, 0.0, 0.0], [0.1, 0.0, 0.0], [0.0, 0.0, 0.0], [-0.1, -0.1, 0.0], [0.1, 0.0, 0.0], [-0.1, -0.1, 0.0], [-0.1, 0.1, 0.0], [0.0, 0.0, 0.0], [0.1, 0.1, 0.0], [0.0, -0.1, 0.0], [-0.3, 0.2, 0.0], [0.2, -0.2, 0.0], [0.1, -0.1, 0.0], [0.1, 0.1, 0.0], [0.1, 0.1, 0.0], [-0.1, -0.1, 0.0], [0.0, 0.0, 0.0], [0.1, 0.1, -0.1], [-0.1, 0.0, 0.0], [0.0, -0.1, 0.0], [0.2, 0.1, -0.1], [0.0, 0.0, 0.0], [-0.1, 0.0, 0.0], [0.1, 0.1, 0.0], [0.1, 0.1, 0.0], [0.0, 0.0, 0.0], [0.0, 0.0, 0.0], [0.0, 0.0, 0.0], [0.0, 0.0, 0.0], [0.0, 0.0, 0.0], [0.0, 0.0, 0.0], [0.0, 0.0, 0.0], [0.0, 0.0, 0.0], [0.0, 0.0, 0.0], [0.0, 0.0, 0.0], [0.0, 0.0, 0.0], [0.0, 0.0, 0.0], [0.0, 0.0, 0.0], [0.0, 0.0, 0.0], [-0.1, 0.1, 0.1], [-0.1, -0.1, 0.0], [0.1, 0.1, -0.1], [-0.1, -0.1, -0.1], [0.1, -0.1, 0.0], [0.0, 0.0, 0.0], [0.0, 0.0, 0.0], [-0.1, 0.1, 0.0], [-0.1, -0.1, 0.0], [-0.1, -0.1, 0.0], [0.1, -0.1, 0.1], [0.1, 0.2, -0.1], [0.0, 0.0, 0.1], [0.0, 0.0, 0.0], [0.0, 0.0, 0.0], [0.0, 0.0, 0.0], [0.0, 0.0, 0.0], [0.0, -0.1, 0.0], [0.0, 0.0, 0.0], [0.0, 0.0, 0.0], [0.0, 0.0, 0.0], [0.0, 0.0, 0.0], [0.0, 0.0, 0.1], [0.0, 0.0, 0.0], [-0.1, 0.0, 0.0], [0.0, 0.0, 0.0], [-0.1, 0.0, 0.0], [0.0, 0.0, 0.0]],
  "fmax_ev_per_a": 0.4,
  "energy_ha": -2227.36079,
  "orbital_gap_ev": 6.336
}